{
  "formula": "C40H88As3F30N4O16",
  "method": "wB97M-V/def2-TZVPD",
  "species": ["C", "O", "C", "C", "N", "H", "H", "C", "C", "O", "C", "H", "H", "H", "H", "H", "H", "H", "H", "H", "H", "H", "H", "H", "H", "C", "O", "C", "C", "N", "H", "H", "C", "C", "O", "C", "H", "H", "H", "H", "H", "H", "H", "H", "H", "H", "H", "H", "H", "H", "C", "O", "C", "C", "N", "H", "H", "C", "C", "O", "C", "H", "H", "H", "H", "H", "H", "H", "H", "H", "H", "H", "H", "H", "H", "C", "O", "C", "C", "N", "H", "H", "C", "C", "O", "C", "H", "H", "H", "H", "H", "H", "H", "H", "H", "H", "H", "H", "H", "H", "C", "O", "O", "C", "F", "F", "F", "C", "C", "H", "H", "H", "H", "H", "H", "C", "O", "O", "C", "F", "F", "F", "C", "C", "H", "H", "H", "H", "H", "H", "C", "O", "O", "C", "F", "F", "F", "C", "C", "H", "H", "H", "H", "H", "H", "C", "O", "O", "C", "F", "F", "F", "C", "C", "H", "H", "H", "H", "H", "H", "As", "F", "F", "F", "F", "F", "F", "As", "F", "F", "F", "F", "F", "F", "As", "F", "F", "F", "F", "F", "F"],
  "xyz": [[23.48, 13.98, 21.21], [23.79, 13.77, 22.58], [22.68, 13.45, 23.43], [22.85, 12.14, 24.14], [22.71, 11.14, 23.09], [20.88, 11.01, 22.41], [23.21, 11.33, 22.22], [22.78, 9.77, 23.56], [24.16, 9.42, 23.97], [25.03, 9.68, 22.90], [26.40, 9.61, 23.05], [24.38, 14.04, 20.57], [23.09, 15.01, 21.09], [22.66, 13.27, 20.96], [21.72, 13.35, 22.92], [22.58, 14.31, 24.12], [22.06, 11.90, 24.90], [23.87, 12.12, 24.62], [22.46, 9.08, 22.76], [22.13, 9.64, 24.44], [24.32, 8.33, 24.26], [24.47, 10.06, 24.77], [26.76, 10.42, 23.64], [26.90, 9.56, 22.07], [26.71, 8.66, 23.55], [23.27, 18.55, 19.45], [22.97, 18.47, 18.06], [22.23, 19.52, 17.52], [21.48, 18.99, 16.35], [20.45, 17.95, 16.56], [19.87, 16.95, 14.82], [20.90, 17.25, 17.15], [19.33, 18.49, 17.37], [18.38, 17.38, 17.71], [18.90, 16.61, 18.78], [17.86, 15.96, 19.47], [23.83, 19.43, 19.73], [23.85, 17.68, 19.78], [22.39, 18.54, 20.12], [22.93, 20.37, 17.30], [21.57, 19.97, 18.27], [22.26, 18.54, 15.77], [21.12, 19.79, 15.70], [18.87, 19.20, 16.68], [19.72, 18.94, 18.31], [18.22, 16.75, 16.81], [17.39, 17.74, 17.98], [18.22, 15.18, 20.15], [17.19, 15.39, 18.80], [17.18, 16.63, 20.02], [10.86, 19.75, 10.17], [11.04, 18.54, 10.97], [11.09, 18.77, 12.38], [11.33, 17.45, 13.21], [12.54, 16.78, 12.88], [12.65, 16.89, 11.88], [14.04, 18.06, 13.56], [12.60, 15.33, 13.25], [13.74, 14.62, 12.56], [13.81, 15.06, 11.20], [15.06, 15.56, 10.80], [11.85, 20.24, 10.17], [10.02, 20.40, 10.49], [10.66, 19.39, 9.14], [10.06, 19.09, 12.64], [11.79, 19.52, 12.69], [10.53, 16.70, 13.14], [11.32, 17.78, 14.27], [11.66, 14.87, 12.97], [12.77, 15.17, 14.31], [13.61, 13.52, 12.56], [14.68, 14.83, 13.09], [14.91, 15.99, 9.82], [15.84, 14.83, 10.70], [15.40, 16.41, 11.47], [21.43, 14.52, 18.72], [20.98, 14.98, 17.43], [21.28, 14.15, 16.35], [20.08, 13.15, 16.06], [18.83, 13.96, 15.89], [18.59, 14.49, 16.73], [18.95, 14.62, 15.12], [17.71, 12.98, 15.62], [16.31, 13.79, 15.58], [16.15, 14.34, 16.88], [14.88, 14.96, 17.14], [20.73, 15.03, 19.43], [22.46, 14.79, 18.99], [21.26, 13.44, 18.88], [22.20, 13.56, 16.40], [21.34, 14.69, 15.45], [19.81, 12.47, 16.88], [20.19, 12.57, 15.16], [17.67, 12.35, 16.54], [18.02, 12.42, 14.73], [15.56, 13.09, 15.35], [16.45, 14.51, 14.76], [14.10, 14.25, 16.97], [14.72, 15.86, 16.53], [14.75, 15.20, 18.18], [11.20, 9.77, 21.54], [11.55, 10.32, 20.29], [10.05, 9.26, 21.57], [12.40, 8.79, 21.89], [12.57, 7.62, 21.11], [13.57, 9.43, 21.85], [12.38, 8.36, 23.23], [12.12, 11.57, 20.35], [12.52, 12.09, 18.96], [13.13, 12.97, 19.04], [13.22, 11.39, 18.49], [11.60, 12.25, 18.35], [12.98, 11.53, 21.06], [11.43, 12.35, 20.78], [11.48, 10.66, 22.21], [20.32, 10.93, 20.60], [21.53, 11.40, 20.25], [20.33, 10.24, 21.77], [19.41, 12.11, 20.55], [18.09, 11.70, 20.81], [19.67, 13.29, 21.49], [19.25, 12.71, 19.40], [22.38, 10.43, 19.40], [22.85, 11.26, 18.30], [23.30, 10.51, 17.61], [21.99, 11.59, 17.69], [23.44, 12.18, 18.49], [21.73, 9.65, 19.03], [23.14, 9.98, 20.06], [19.99, 10.08, 19.98], [19.67, 16.10, 13.13], [20.56, 15.07, 13.35], [19.18, 16.54, 14.37], [20.41, 17.25, 12.54], [19.67, 18.37, 12.46], [21.48, 17.45, 13.29], [20.77, 16.84, 11.25], [20.81, 14.09, 12.29], [20.99, 12.71, 12.76], [21.69, 12.54, 13.57], [20.03, 12.35, 13.15], [21.36, 12.11, 11.93], [21.75, 14.36, 11.84], [19.98, 14.13, 11.55], [18.85, 15.66, 12.57], [14.22, 19.74, 14.42], [13.36, 20.47, 13.58], [14.74, 18.65, 13.74], [15.42, 20.54, 14.97], [15.96, 19.74, 15.92], [16.39, 20.83, 14.07], [15.02, 21.66, 15.61], [12.50, 21.50, 14.09], [12.49, 22.67, 13.08], [12.15, 23.54, 13.63], [13.43, 22.96, 12.71], [11.80, 22.65, 12.20], [12.67, 21.63, 15.16], [11.52, 21.03, 14.09], [13.75, 19.29, 15.21], [13.15, 17.56, 20.18], [11.72, 18.52, 20.29], [13.68, 18.54, 18.79], [14.58, 16.55, 19.94], [12.61, 16.51, 21.47], [12.33, 16.44, 19.12], [14.04, 18.60, 21.27], [19.68, 9.23, 16.49], [19.47, 10.57, 17.65], [19.45, 10.41, 15.22], [19.90, 7.90, 15.43], [20.07, 8.28, 17.89], [18.02, 8.97, 16.60], [21.39, 9.67, 16.35], [16.65, 11.70, 11.05], [15.69, 10.55, 11.97], [15.22, 12.36, 10.31], [17.60, 12.87, 10.06], [18.14, 11.11, 11.65], [16.69, 10.55, 9.70], [16.65, 12.87, 12.36]],
  "homo_lumo_gap_ev": 4.685,
  "e_tot_ev": -345673.6604,
  "total_charge": -3
}

***

{
  "formula": "C4H35BF4NO19",
  "method": "wB97M-V/def2-TZVPD",
  "species": ["O", "C", "O", "C", "N", "C", "F", "F", "C", "F", "F", "B", "O", "O", "H", "H", "H", "H", "H", "O", "H", "H", "O", "H", "H", "O", "H", "H", "O", "H", "H", "O", "H", "H", "O", "H", "H", "O", "H", "H", "O", "H", "H", "O", "H", "H", "O", "H", "H", "O", "H", "H", "O", "H", "H", "O", "H", "H", "O", "H", "H", "O", "H", "H"],
  "xyz": [[3.98, 4.45, -0.04], [2.77, 4.22, -0.21], [1.83, 5.09, -0.18], [2.26, 2.72, -0.43], [1.45, 2.38, 0.78], [0.35, 1.56, 0.50], [0.77, 0.25, 0.06], [-0.29, 1.32, 1.73], [-0.72, 2.23, -0.44], [-1.33, 1.20, -1.17], [-1.69, 2.93, 0.27], [3.60, 1.79, -0.58], [3.91, 1.25, -1.84], [4.47, 1.57, 0.52], [1.72, 2.62, -1.40], [2.04, 1.92, 1.49], [-0.31, 2.96, -1.17], [3.13, 1.33, -2.42], [4.04, 0.92, 1.10], [-1.57, -1.75, -1.34], [-1.14, -1.09, -0.78], [-2.44, -1.37, -1.52], [-2.34, 1.27, 4.42], [-3.00, 1.75, 3.91], [-1.56, 1.27, 3.86], [-1.46, -4.81, -1.62], [-2.19, -5.28, -2.05], [-1.73, -3.89, -1.65], [-0.65, -6.74, 1.04], [-1.31, -6.26, 0.53], [0.13, -6.74, 0.48], [-3.17, 5.89, 0.35], [-2.40, 6.46, 0.26], [-2.82, 5.00, 0.21], [-0.31, 2.38, -3.29], [0.06, 1.67, -3.81], [-1.19, 2.50, -3.65], [-1.53, 1.07, -5.35], [-1.16, 0.34, -5.87], [-2.41, 1.18, -5.71], [-2.43, -1.35, -6.76], [-3.38, -1.49, -6.85], [-2.05, -2.24, -6.84], [0.11, -1.96, -4.16], [0.94, -2.39, -3.94], [-0.19, -1.58, -3.32], [-3.19, -1.84, 4.86], [-2.80, -0.96, 4.87], [-2.89, -2.24, 5.69], [-1.96, -1.14, 7.49], [-1.53, -0.42, 7.01], [-2.63, -0.70, 8.02], [0.93, -2.62, 0.28], [0.20, -3.09, -0.15], [0.66, -1.69, 0.25], [1.40, -1.16, 2.86], [0.45, -1.29, 2.77], [1.77, -2.04, 2.76], [3.71, 3.36, 2.72], [4.13, 4.07, 2.22], [3.01, 3.79, 3.22], [2.42, -5.69, 0.40], [2.80, -4.80, 0.41], [2.72, -6.08, 1.23]],
  "homo_lumo_gap_ev": 6.371,
  "e_tot_ev": -56660.0852,
  "total_charge": -1
}

***

One value per record, in order, for lowest unoccupied orbital energy: 4.00, 1.50 eV.
One value per record, in order, for HOMO: -0.69, -4.88 eV.